1.
ORCA calculation (ωB97M-V/def2-TZVPD) on a molecular structure, C34H59N7O6Si2Y.

```
109
Properties=species:S:1:pos:R:3:forces:R:3:lowdin_charge:R:1
Y -0.28750 0.40353 -0.05281 -0.1270 0.1172 -0.1455 1.51
C 2.13897 1.67108 -4.76664 -0.0071 0.0146 0.0042 -0.03
N 1.42389 2.19994 -3.61230 -0.0032 0.0093 -0.0156 -0.11
C 1.85944 3.50005 -3.12219 0.0164 -0.0070 -0.0026 -0.01
C 0.45712 1.53437 -2.99574 0.0526 0.0092 -0.0285 -0.42
O -0.11164 1.94256 -1.96763 0.0667 0.0615 -0.0103 -0.06
C -0.02638 0.22893 -3.61844 -0.0504 -0.0338 0.0371 -0.11
O -1.22282 -0.16727 -2.98979 0.0135 0.0107 0.0064 -0.15
C -2.32174 0.66728 -3.24959 0.0141 -0.0040 0.0050 -0.10
C -2.97742 1.09347 -1.94286 0.0314 0.0122 -0.0342 -0.39
O -2.49014 0.75666 -0.85488 -0.0677 0.0371 0.0669 -0.08
N -4.09398 1.81392 -2.03609 -0.0071 -0.0278 -0.0020 -0.11
C -4.69999 2.16096 -3.31576 -0.0117 -0.0034 0.0041 -0.02
C -4.83662 2.19297 -0.84089 -0.0021 0.0109 -0.0141 -0.01
H 3.18670 1.95622 -4.68242 0.0035 -0.0052 0.0037 0.10
H 2.09771 0.58611 -4.79738 0.0035 -0.0024 0.0003 0.09
H 1.74484 2.07951 -5.69940 -0.0030 0.0034 0.0000 0.10
H 2.02762 4.15658 -3.97552 -0.0049 0.0073 0.0015 0.10
H 1.09488 3.91920 -2.47822 -0.0081 0.0027 -0.0132 0.07
H 2.78781 3.40599 -2.55646 0.0020 -0.0100 -0.0026 0.10
H -0.16441 0.33190 -4.69913 0.0016 0.0038 -0.0067 0.14
H 0.69847 -0.56243 -3.42037 0.0135 0.0087 -0.0117 0.13
H -2.03039 1.56590 -3.80099 -0.0058 0.0047 -0.0019 0.14
H -3.05225 0.12589 -3.85978 -0.0062 0.0040 -0.0027 0.15
H -3.95125 2.46568 -4.04294 0.0052 0.0027 -0.0005 0.09
H -5.28334 1.33339 -3.72472 -0.0042 -0.0042 0.0071 0.10
H -5.36692 3.00468 -3.15809 0.0038 0.0027 0.0012 0.10
H -4.25931 1.92876 0.03620 -0.0017 -0.0146 0.0114 0.06
H -5.01132 3.26800 -0.84797 0.0101 0.0046 0.0075 0.10
H -5.79589 1.67293 -0.81622 -0.0037 0.0028 -0.0058 0.10
C 7.14289 -1.34357 -2.70877 0.0117 -0.0139 0.0015 -0.06
O 5.88398 -0.68203 -2.73686 0.0147 0.0137 -0.0174 -0.06
C 4.96678 -1.00959 -1.80778 -0.0086 -0.0618 0.0720 -0.27
C 5.17747 -1.99656 -0.82158 0.0238 0.0290 -0.0331 -0.01
C 4.17040 -2.24753 0.06980 -0.0203 -0.0113 0.0068 -0.01
C 2.93829 -1.56351 0.04662 -0.0236 0.0382 -0.0122 -0.10
C 1.91460 -1.89064 0.99510 -0.0091 -0.0277 0.0125 -0.35
C 2.14135 -2.98224 2.01387 -0.0424 0.0145 -0.0169 0.00
O 0.80580 -1.31813 1.03576 0.1628 -0.0334 0.1303 -0.13
C 2.73765 -0.55258 -0.94653 0.0293 0.0022 -0.0096 -0.31
O 1.65212 0.15025 -1.03946 0.0604 -0.1033 -0.0190 -0.19
C 3.77581 -0.31444 -1.85855 0.0028 0.0398 -0.0422 0.07
H 7.72170 -0.91684 -3.52175 -0.0048 0.0067 -0.0039 0.09
H 7.02778 -2.41666 -2.87093 -0.0067 -0.0019 -0.0012 0.10
H 7.65989 -1.16614 -1.76441 -0.0018 0.0071 0.0032 0.10
H 6.10513 -2.54311 -0.75942 -0.0020 -0.0037 -0.0014 0.10
H 4.33885 -3.00271 0.82567 0.0043 0.0021 -0.0101 0.11
H 2.45963 -3.91090 1.54077 0.0072 -0.0007 0.0142 0.08
H 1.21619 -3.14874 2.56125 0.0082 0.0089 0.0056 0.08
H 2.91347 -2.68334 2.72476 0.0148 -0.0036 -0.0114 0.10
H 3.64336 0.45647 -2.60643 0.0037 0.0005 0.0064 0.11
C -0.57238 5.11203 2.44471 0.0315 -0.0462 0.0055 -0.19
Si -0.15954 3.85541 1.09762 0.0169 0.0664 -0.0565 0.38
C -1.69866 3.99686 -0.00454 0.0126 -0.0040 0.0344 -0.18
C 1.32919 4.58927 0.20104 -0.0329 -0.0128 0.0221 -0.18
C 0.26790 2.11292 1.59217 -0.0757 0.0966 0.0180 -0.47
Si 0.43443 1.87971 3.42958 0.0568 -0.0326 0.0217 0.39
C 0.55299 0.08604 4.02981 -0.0118 0.0318 0.0023 -0.17
C -0.97911 2.58329 4.46889 0.0006 -0.0307 -0.0176 -0.18
C 2.02386 2.69670 4.02930 -0.0353 0.0286 -0.0255 -0.18
H -0.67028 6.08931 1.96256 0.0084 -0.0008 -0.0054 0.04
H 0.20443 5.19888 3.20672 -0.0171 -0.0007 0.0003 0.02
H -1.51788 4.89879 2.94545 0.0017 0.0163 -0.0072 0.02
H -1.81274 5.03830 -0.31948 -0.0199 -0.0035 -0.0071 0.04
H -2.59412 3.74087 0.57276 0.0068 -0.0157 -0.0077 0.02
H -1.66777 3.37335 -0.89714 0.0059 0.0063 -0.0190 -0.01
H 1.07650 5.45495 -0.41700 0.0023 -0.0015 0.0031 0.03
H 1.82377 3.84181 -0.41926 -0.0023 0.0009 0.0122 0.00
H 2.05538 4.91915 0.94924 0.0058 -0.0004 -0.0082 0.04
H 1.32656 2.04239 1.26090 -0.0188 -0.0344 0.0060 -0.01
H -0.43723 -0.31432 4.26070 -0.0078 -0.0260 -0.0211 0.01
H 1.12782 0.07215 4.96007 -0.0118 -0.0091 0.0052 0.04
H 1.03210 -0.58828 3.32212 0.0365 0.0072 0.0021 0.00
H -1.96322 2.40871 4.02770 0.0042 0.0229 0.0046 0.01
H -0.87829 3.65194 4.64957 0.0023 -0.0116 0.0071 0.01
H -0.96562 2.08232 5.44110 -0.0129 -0.0027 -0.0020 0.04
H 2.89591 2.22583 3.56662 0.0008 -0.0001 0.0034 0.03
H 2.13616 2.61570 5.11341 0.0010 -0.0019 -0.0019 0.03
H 2.04718 3.75752 3.76721 0.0210 -0.0116 0.0067 0.02
C -3.71130 -0.98924 3.76233 0.0039 0.0097 -0.0116 -0.04
C -3.71617 0.26414 3.17134 -0.0402 -0.0132 0.0348 -0.04
C -2.79737 0.53219 2.17350 0.0450 0.0048 -0.0364 -0.15
N -1.89930 -0.36034 1.74885 -0.0962 -0.1184 0.1301 0.01
C -1.88421 -1.55568 2.34348 -0.0368 0.0148 0.0012 -0.17
C -2.77356 -1.91787 3.33983 0.0008 0.0016 0.0063 -0.04
H -4.41493 -1.23136 4.54783 0.0029 0.0011 0.0019 0.12
H -4.40987 1.03114 3.48664 0.0044 0.0016 -0.0038 0.12
H -2.75400 1.50791 1.70461 0.0024 0.0037 -0.0132 0.09
H -1.10556 -2.22944 2.01317 0.0151 -0.0022 0.0207 0.08
H -2.71220 -2.90050 3.78718 0.0033 0.0000 -0.0003 0.11
C -1.56307 -5.52356 1.54256 0.0142 -0.0144 -0.0149 -0.07
C -1.18548 -6.19910 0.22736 0.0149 0.0208 0.0087 -0.40
C 0.32782 -6.33452 0.09291 -0.0087 -0.0084 0.0135 -0.07
C -1.80126 -5.48577 -0.97908 0.0212 -0.0706 0.0246 -0.10
N -1.34173 -4.10717 -1.11599 0.0236 -0.0435 0.0481 -0.08
C -1.79096 -2.99082 -0.53943 -0.0648 0.0386 -0.0849 -0.12
N -1.00170 -2.00379 -0.88062 0.0393 -0.0270 0.0317 -0.01
N -0.05341 -2.54037 -1.67956 0.0077 -0.0842 0.0426 0.03
N -0.24319 -3.79778 -1.81772 -0.0502 0.0719 -0.0776 0.10
H -1.22282 -6.12281 2.38699 -0.0088 0.0034 -0.0002 0.09
H -2.64346 -5.39119 1.63782 0.0011 0.0031 0.0103 0.08
H -1.08233 -4.54494 1.62897 -0.0102 0.0049 0.0027 0.06
H -1.62798 -7.19952 0.21561 -0.0025 -0.0024 -0.0054 0.14
H 0.81173 -5.35523 0.10528 0.0005 -0.0020 -0.0011 0.06
H 0.60763 -6.83033 -0.83705 -0.0002 -0.0011 0.0009 0.09
H 0.72816 -6.91628 0.92357 0.0060 0.0038 -0.0059 0.09
H -2.88805 -5.45964 -0.89999 -0.0004 0.0249 -0.0058 0.13
H -1.53364 -5.99367 -1.90375 -0.0065 0.0306 -0.0183 0.13
H -2.66239 -2.93031 0.08943 0.0018 -0.0018 -0.0069 0.14
```
Positions in Å, forces in eV/Å.

LUMO level (eV): -1.876
Net charge: +1
E_tot (hartree): -2783.0585
Frontier orbital gap (eV): 7.742
ΔE to the lowest compared entry with this formula, charge and spin (kcal per mole): 0.0



2.
ORCA calculation (ωB97M-V/def2-TZVPD) on a molecular structure, C34H60As3HfN5O6.

```
109
Properties=species:S:1:pos:R:3:forces:R:3:lowdin_charge:R:1
Hf -0.52866 0.11747 -0.16608 0.5925 1.1127 -1.4022 1.56
C -3.06064 5.07887 0.63998 -0.0212 0.1434 0.0972 -0.05
C -2.25249 4.40910 -0.46289 0.0647 -0.0908 -0.0135 -0.37
C -2.53960 5.10727 -1.80362 0.0280 -0.0160 0.0494 -0.03
C -2.52174 2.91826 -0.57992 0.0785 -0.1320 -0.0387 -0.18
C -1.96935 2.16616 -1.62802 -0.0339 0.1301 0.0115 -0.09
C -2.38711 0.86313 -1.90544 -0.1501 -0.0560 -0.1189 -0.14
C -3.35482 0.22860 -1.11557 -0.0766 -0.1185 0.0285 -0.29
C -4.04994 -0.99533 -1.63162 0.0237 0.0336 0.0462 -0.01
C -3.78319 0.91409 0.02786 0.0719 -0.0797 -0.0095 0.00
C -3.40646 2.23582 0.25912 -0.0605 0.0103 0.0989 -0.02
H -2.79582 6.13253 0.69041 -0.0053 0.0387 0.0084 0.11
H -2.89729 4.66065 1.63462 -0.0820 0.1781 -0.1742 0.06
H -4.12781 5.02954 0.42323 -0.0614 -0.0007 -0.0217 0.11
H -1.18048 4.53883 -0.24444 -0.0021 0.0170 0.0229 0.13
H -3.57204 4.94173 -2.10773 -0.0620 -0.0066 -0.0046 0.11
H -1.88922 4.77918 -2.61315 0.0362 -0.0579 -0.0329 0.08
H -2.39512 6.17895 -1.69096 0.0088 0.0500 0.0052 0.10
H -1.32322 2.65213 -2.35128 0.0065 -0.0034 -0.0098 0.12
H -2.10262 0.41041 -2.84663 0.0003 0.0321 0.0570 0.14
H -3.35156 -1.75539 -1.97486 0.0361 -0.0245 -0.0358 0.08
H -4.65025 -0.69417 -2.49307 -0.0242 -0.0154 -0.0082 0.12
H -4.72860 -1.42523 -0.90153 -0.0195 -0.0218 0.0306 0.09
H -4.52192 0.45388 0.67281 -0.0515 0.0004 0.0192 0.14
H -3.86945 2.76764 1.07942 -0.0298 -0.0319 -0.1229 0.11
C 0.02617 -3.72258 1.21995 -0.0592 -0.0907 -0.0125 -0.24
As -1.21971 -2.24677 1.29505 0.0588 0.4272 0.0524 1.06
C -2.78251 -3.12023 0.56956 0.0289 -0.1858 0.1261 -0.24
C -1.80948 -2.12118 3.13727 -0.0579 -0.2586 0.1227 -0.33
C -0.96485 -1.48969 4.24846 -0.0456 0.0385 0.0414 -0.67
C -1.66599 -1.88151 5.57073 -0.0359 0.0859 -0.0721 -0.03
C -1.05833 0.03629 4.16658 -0.0331 0.1693 0.1274 -0.31
As -0.74808 1.13532 2.55164 0.1369 -0.1284 0.2581 1.06
C 0.80803 2.20887 3.01595 -0.0627 0.1009 0.1150 -0.28
C -2.05683 2.49984 2.98867 0.0869 0.0405 0.1316 -0.26
C 0.47105 -2.02286 4.36436 0.0753 -0.1321 0.1225 -0.33
As 1.90308 -1.24822 3.27043 -0.0749 0.0808 -0.4322 1.10
C 2.71822 -0.08246 4.59987 -0.0002 -0.0658 0.1054 -0.28
C 3.24417 -2.66488 3.29980 -0.0167 -0.0358 0.1287 -0.28
H -0.35131 -4.46035 1.93500 0.1497 0.0128 -0.1293 0.07
H 1.04040 -3.44146 1.47956 0.0906 0.0237 0.0681 -0.01
H 0.00417 -4.15474 0.21886 0.0014 -0.0035 0.0518 0.04
H -2.87690 -4.06282 1.11750 -0.0557 0.0925 -0.1020 0.07
H -2.65680 -3.33100 -0.48775 -0.0078 -0.0037 -0.0226 0.04
H -3.67006 -2.51889 0.74151 -0.0292 -0.0051 -0.0075 0.03
H -2.04468 -3.16119 3.40139 0.0322 0.1305 -0.0247 0.11
H -2.77289 -1.59821 3.07326 0.0655 -0.0764 0.0654 0.09
H -2.73080 -1.65309 5.53874 -0.0642 0.0187 0.0028 0.10
H -1.23062 -1.34904 6.41494 0.0373 0.0323 0.0364 0.11
H -1.55494 -2.94846 5.75757 0.0129 -0.0569 -0.0069 0.11
H -0.42285 0.50721 4.92553 -0.0739 -0.0579 -0.0535 0.10
H -2.08900 0.31975 4.40561 0.0907 -0.0369 0.0423 0.09
H 0.69979 2.47045 4.07106 0.0413 0.0381 -0.0904 0.06
H 0.79453 3.13945 2.44602 0.0353 0.0162 0.0123 0.04
H 1.74509 1.68445 2.87555 -0.0439 0.0315 0.0684 -0.03
H -1.84147 2.79241 4.02098 -0.0605 0.0097 -0.1208 0.07
H -3.06892 2.10398 2.93431 0.0629 0.0169 0.0471 0.05
H -1.94747 3.36701 2.33715 0.0638 -0.2418 0.1756 0.01
H 0.48085 -3.10792 4.22709 -0.0200 0.0453 -0.0359 0.09
H 0.81300 -1.85171 5.39010 -0.0500 -0.0823 -0.0365 0.09
H 2.00000 0.63640 4.98805 0.0307 -0.0020 0.0264 0.02
H 3.56719 0.45012 4.17242 0.0043 -0.0002 0.0235 0.04
H 3.06788 -0.70773 5.42278 0.0224 0.0659 -0.0133 0.06
H 3.21716 -3.29485 2.41389 -0.0489 -0.0250 -0.0114 0.02
H 3.10272 -3.28382 4.18624 0.0419 0.0051 -0.0191 0.05
H 4.22342 -2.18995 3.36166 -0.0101 -0.0295 -0.0194 0.04
N 2.49059 1.59878 -3.87846 -0.4892 -0.3143 0.0216 0.23
C 3.34364 1.69741 -2.62622 0.0876 -0.0473 -0.0560 -0.22
C 2.87930 2.85061 -1.72433 0.0590 0.0302 0.0903 -0.06
C 2.22948 2.51830 -0.37746 -0.0562 0.1441 0.1050 -0.29
N 0.74001 2.20551 -0.41153 -0.2198 -0.0714 0.2147 0.01
C 3.02328 1.42585 0.30450 0.0157 0.0215 0.0497 -0.11
C 3.04241 0.13714 -0.48598 0.1617 -0.2134 0.1814 -0.29
N 1.73679 -0.58891 -0.25141 -0.5496 -0.3761 0.5343 -0.03
C 3.49763 0.30982 -1.95171 -0.1094 0.0210 -0.0265 -0.04
H 2.27750 2.52819 -4.26171 0.0513 -0.1727 0.0424 0.18
H 1.60103 1.09574 -3.66985 0.3692 0.2420 -0.1199 0.12
H 2.99510 1.09029 -4.61947 -0.2140 -0.0357 0.0705 0.18
H 4.31129 1.97623 -3.04272 0.0021 0.0199 0.1530 0.16
H 2.30376 3.59051 -2.28589 -0.1037 -0.0062 -0.0248 0.14
H 3.79152 3.38548 -1.44682 -0.0676 0.0447 -0.0046 0.15
H 2.31517 3.43278 0.21461 0.0329 -0.0719 -0.0267 0.16
H 0.33399 2.63150 -1.24564 0.1774 -0.0886 0.0763 0.07
H 0.32964 2.76358 0.34423 0.0916 -0.0356 -0.1789 0.05
H 2.63840 1.22254 1.30150 0.0104 -0.0306 -0.0026 0.07
H 4.04610 1.78014 0.44577 0.0299 0.0243 -0.0446 0.16
H 3.79387 -0.51535 -0.03074 -0.0732 0.0601 -0.0361 0.16
H 1.78797 -0.89679 0.75091 0.1452 0.1225 -0.2851 -0.02
H 1.76042 -1.47054 -0.77165 0.0293 0.1195 0.0503 0.11
H 3.06130 -0.46936 -2.58124 -0.0691 -0.0180 -0.0244 0.12
H 4.56489 0.08910 -1.95207 0.0023 0.0014 0.0187 0.14
O 0.28186 0.13379 -2.49772 0.1987 0.2286 0.2180 -0.08
C -0.02882 -1.08881 -2.50031 -0.5017 -0.1656 0.3012 -0.55
O -0.70466 -1.49339 -1.46348 0.2666 -0.6034 -0.3417 -0.24
C 0.36713 -2.03746 -3.52859 0.0372 0.2065 -0.1551 -0.11
C 0.88043 -1.53093 -4.72077 0.0871 -0.2079 0.1087 0.07
C 1.37654 -2.40487 -5.65607 -0.0622 -0.1327 0.0971 -0.08
C 1.34234 -3.78190 -5.48942 -0.0667 0.1810 0.1384 0.16
C 0.80763 -4.24441 -4.29582 0.0076 0.1105 -0.1036 -0.07
C 0.31739 -3.41393 -3.30938 -0.0032 0.0853 -0.0941 0.10
N 0.77537 -5.70284 -4.03562 0.0541 0.1730 -0.1839 -0.35
O 1.15097 -6.41919 -4.91715 0.1165 -0.2001 -0.2730 0.17
O 0.37527 -6.02415 -2.94406 -0.1955 -0.2687 0.5536 0.11
N 2.01344 -1.80540 -6.84650 -0.1694 -0.2465 0.2097 -0.34
O 2.26427 -2.52552 -7.76036 0.1156 -0.2543 -0.3837 0.20
O 2.24037 -0.61401 -6.76367 0.2322 0.6541 -0.0549 0.07
H 0.89801 -0.47841 -4.94997 -0.0530 0.0200 0.0296 0.12
H 1.72479 -4.45861 -6.24396 -0.0004 -0.0371 0.0043 0.16
H -0.08041 -3.84852 -2.40176 0.0362 0.0326 -0.0722 0.13
```
Positions in Å, forces in eV/Å.

LUMO level (eV): -11.902
Net charge: +4
E_tot (hartree): -8810.6525
Frontier orbital gap (eV): 6.676



frontier orbital gap of number 2 (C34H60As3HfN5O6)? 6.676 eV



What is the frontier orbital gap in the second record? 6.676 eV



The lowest LUMO level belongs to which entry? C34H60As3HfN5O6



What is the formula in the first record? C34H59N7O6Si2Y